The following is a DFT calculation (ωB97M-V/def2-TZVPD) of a 9-piece molecular cluster, C33H87N12O16 overall at a distorted geometry.

Summary:
Spin multiplicity = 2
E_LUMO (alpha / beta) = -0.891 / -5.727 eV
Charge = 0
<S²> = 0.755

```
148
Properties=species:S:1:pos:R:3:mulliken_charge:R:1
N -12.7948 -34.5113 -16.7667 -0.229
O -11.8664 -33.8041 -16.5213 -0.201
O -13.2404 -35.2180 -15.8437 -0.707
O -13.3255 -34.4162 -17.9022 0.465
C -10.4802 -35.9072 -19.7120 0.481
O -9.5301 -36.3047 -20.3634 -0.746
N -10.4020 -35.0924 -18.6819 0.073
N -11.7216 -36.0058 -20.0132 -0.158
H -11.1774 -34.6368 -18.2224 -0.070
H -9.4866 -34.6803 -18.5709 0.291
H -12.3893 -35.4040 -19.5526 -0.128
H -11.9594 -36.3957 -20.9140 0.216
C -14.1232 -38.3813 -14.5544 0.497
O -14.4817 -39.4181 -14.0511 -0.748
N -14.1927 -37.2041 -13.9620 -0.103
N -13.6603 -38.3373 -15.7579 -0.085
H -14.0045 -36.3858 -14.5233 0.272
H -14.7143 -37.0967 -13.1038 0.206
H -13.6639 -39.1649 -16.3368 0.169
H -13.3953 -37.4177 -16.0808 -0.173
C -15.8406 -31.0977 -16.9379 0.086
O -16.8626 -30.3587 -17.1154 -0.820
N -15.7586 -32.3878 -16.8601 0.861
N -14.6184 -30.6388 -16.8577 2.295
H -14.9336 -32.9703 -16.8748 -1.077
H -16.6235 -32.8566 -16.6318 0.358
H -14.5347 -29.6584 -16.6296 -0.495
H -13.8093 -31.2319 -16.7409 -1.332
C -14.2739 -27.4767 -14.9489 -0.923
O -14.2013 -27.8245 -16.2818 -0.488
C -13.2319 -27.1362 -17.1070 -0.923
C -12.7913 -28.0178 -18.3581 -0.626
N -13.9979 -28.2721 -19.1398 -0.237
C -13.8470 -29.0206 -20.4078 -1.330
C -13.5651 -30.4280 -20.2997 0.497
O -12.2057 -30.5447 -19.9024 -0.462
C -11.7971 -31.8448 -19.4153 -0.680
H -15.1285 -27.9392 -14.4551 0.340
H -14.2754 -26.4019 -14.7677 0.440
H -13.3796 -27.9750 -14.5747 0.172
H -12.3211 -26.9451 -16.5395 0.421
H -13.6194 -26.1521 -17.3704 0.491
H -12.2934 -28.9361 -18.0465 0.298
H -12.1016 -27.4572 -18.9890 0.564
H -14.5679 -28.7373 -18.4479 0.210
H -13.0545 -28.5853 -21.0165 0.370
H -14.8003 -28.9433 -20.9307 0.492
H -13.7145 -30.9693 -21.2339 0.491
H -14.1791 -30.9256 -19.5490 -0.322
H -12.1505 -32.6430 -20.0679 0.564
H -12.1693 -32.0683 -18.4155 0.108
H -10.7073 -31.8685 -19.4133 0.198
C -17.6212 -26.3935 -12.2030 -0.841
O -16.4465 -27.1678 -12.1799 -0.122
C -15.9010 -27.3888 -10.8956 -0.928
C -14.6513 -28.2277 -11.0967 -0.320
N -14.7831 -29.6662 -11.3492 -0.419
C -13.4473 -30.2477 -11.7124 -1.059
C -13.5772 -31.7643 -12.1188 -0.024
O -14.3762 -31.9305 -13.2960 -0.447
C -14.5542 -33.2703 -13.5794 -0.340
H -17.9268 -26.4168 -13.2490 0.214
H -17.4379 -25.3641 -11.8953 0.325
H -18.3461 -26.8850 -11.5540 0.325
H -16.5997 -27.9302 -10.2578 0.400
H -15.8290 -26.4338 -10.3752 0.505
H -14.0745 -28.3188 -10.1763 0.352
H -14.0821 -27.8044 -11.9243 0.146
H -15.3284 -29.7324 -12.1968 0.297
H -12.9055 -30.1928 -10.7682 0.494
H -12.8982 -29.6378 -12.4298 0.412
H -14.0335 -32.2997 -11.2862 0.493
H -12.5704 -32.1669 -12.2305 -0.079
H -15.0888 -33.8143 -12.8007 0.399
H -13.5976 -33.7500 -13.7863 -0.140
H -15.2582 -33.4256 -14.3969 0.299
C -12.5905 -32.0830 -7.8898 -0.917
O -12.7566 -32.8673 -9.0814 -0.174
C -13.3002 -34.1792 -8.8281 -1.040
C -13.1116 -35.0731 -10.0142 0.479
N -11.7759 -35.6339 -10.1231 -0.391
C -11.5523 -36.4614 -11.3361 -1.152
C -11.3236 -35.6708 -12.6336 0.895
O -9.9423 -35.2393 -12.6750 -0.527
C -9.5977 -34.2446 -13.5494 -0.207
H -12.4865 -31.0189 -8.1018 0.216
H -11.8140 -32.4923 -7.2436 0.324
H -13.5044 -32.1423 -7.2988 0.392
H -14.3716 -34.0064 -8.7264 0.392
H -12.9934 -34.6140 -7.8768 0.526
H -13.2836 -34.4201 -10.8699 -0.342
H -13.8978 -35.8258 -9.9551 0.355
H -11.1262 -34.8610 -10.1482 0.326
H -12.3926 -37.1490 -11.4324 0.333
H -10.7609 -37.2087 -11.2773 0.375
H -11.9666 -34.7924 -12.5778 -0.598
H -11.5885 -36.2051 -13.5460 0.363
H -8.5264 -34.0491 -13.5029 0.288
H -10.1411 -33.3142 -13.3846 0.097
H -9.8587 -34.5442 -14.5645 0.091
C -17.8370 -31.9831 -19.8864 -0.353
O -18.0525 -33.0658 -20.7135 -0.432
C -16.8518 -33.7351 -21.1155 -0.864
C -16.0825 -34.3910 -19.9583 0.811
N -17.0342 -35.1872 -19.1852 -0.338
C -16.3382 -35.7346 -18.0262 -0.046
C -15.2627 -36.8200 -18.3408 1.077
O -16.0574 -37.9447 -18.4659 -0.464
C -16.2938 -38.3877 -19.7804 -0.619
H -18.7588 -31.4102 -19.7858 0.375
H -17.1094 -31.2917 -20.3114 0.168
H -17.4381 -32.1757 -18.8905 0.035
H -16.1114 -33.0739 -21.5656 0.342
H -17.0763 -34.4483 -21.9086 0.382
H -15.5802 -33.6454 -19.3420 -0.589
H -15.3193 -35.0388 -20.3895 0.247
H -17.8837 -34.6948 -18.9488 0.326
H -17.1267 -36.2117 -17.4442 0.639
H -15.9912 -34.9449 -17.3598 -0.481
H -14.6983 -37.0230 -17.4307 -0.982
H -14.5227 -36.6641 -19.1259 0.513
H -15.4289 -38.8587 -20.2475 0.241
H -16.5569 -37.4952 -20.3482 0.225
H -17.1326 -39.0733 -19.6597 0.281
C -6.7648 -33.3698 -19.0700 -0.882
O -7.9366 -33.7990 -18.3048 -0.416
C -7.7122 -33.6340 -16.8820 -0.839
C -7.7475 -32.2751 -16.2846 -0.577
N -8.9147 -31.5737 -16.6327 0.570
C -8.9301 -30.2129 -15.9508 -0.922
C -10.1654 -29.4406 -16.5414 -0.289
O -11.1744 -29.2281 -15.5746 -0.379
C -11.7768 -30.4355 -15.1638 1.310
H -7.0000 -33.5688 -20.1156 0.338
H -5.7937 -33.8162 -18.8560 0.314
H -6.6808 -32.2838 -19.0292 0.308
H -6.8265 -34.1981 -16.5896 0.516
H -8.4704 -34.1900 -16.3307 0.144
H -6.8735 -31.8291 -16.7591 0.419
H -7.5622 -32.2929 -15.2106 0.445
H -9.7933 -32.0451 -16.7940 0.040
H -8.0496 -29.5941 -16.1238 0.548
H -8.9180 -30.2683 -14.8622 0.409
H -10.5964 -29.9141 -17.4235 0.009
H -9.6878 -28.5565 -16.9638 0.424
H -11.1647 -31.1582 -14.6242 -0.159
H -12.1980 -30.8999 -16.0555 -0.736
H -12.6965 -30.2349 -14.6143 0.000
```

=====

The following is a DFT calculation (ωB97M-V/def2-TZVPD) of C33H88BCuN4O11 as an isolated structure at a distorted geometry.

Summary:
Spin multiplicity = 2
E_LUMO (alpha / beta) = -2.752 / -7.153 eV
Charge = +1
<S²> = 0.755

```
138
Properties=species:S:1:pos:R:3:mulliken_charge:R:1
Cu 0.7778 0.2366 1.3208 -0.444
B -0.3470 1.6025 -0.2557 13.493
H 0.4755 1.1464 -0.7846 -2.558
H -1.0224 0.8426 0.1058 -1.792
H 0.0562 2.1736 0.5661 -3.130
H -0.9323 2.2179 -0.9212 -1.510
C 1.1188 -3.6052 5.1155 -0.826
O 0.0537 -3.3587 4.2612 -0.390
C -0.3357 -1.9797 4.1925 -1.319
C -1.1973 -1.7230 2.9670 0.212
N -0.3924 -1.9065 1.8135 -0.142
C -1.1774 -2.1425 0.6013 -0.998
C -0.1955 -2.4093 -0.5556 0.202
O 0.3146 -3.7721 -0.4930 -0.500
C 1.3158 -4.1320 -1.4566 -0.565
H 2.1234 -3.4345 4.7285 0.277
H 1.1287 -4.6765 5.3162 0.328
H 0.9936 -3.2045 6.1214 0.356
H 0.4814 -1.3027 4.4417 0.392
H -0.9776 -1.6601 5.0134 0.630
H -1.5775 -0.7015 2.9580 -0.542
H -2.0446 -2.4074 3.0094 0.586
H 0.0669 -2.7845 2.0092 0.383
H -1.9154 -1.3853 0.3364 0.065
H -1.8006 -3.0336 0.6773 0.841
H 0.5900 -1.6537 -0.5476 -0.434
H -0.7732 -2.3815 -1.4795 0.332
H 1.7748 -5.1114 -1.3222 0.287
H 2.0536 -3.3387 -1.5772 0.022
H 0.8655 -4.3761 -2.4188 0.319
C -4.1279 0.8059 1.3287 -0.333
O -4.7262 0.2954 2.5123 -0.527
C -4.6649 -1.1429 2.5991 0.427
C -5.0760 -1.4814 4.0224 -1.006
N -4.0931 -0.9466 4.9043 0.171
C -4.4702 -1.0274 6.3000 -0.882
C -4.6023 -2.4627 6.8096 -0.713
O -5.9150 -3.0028 6.4479 -0.288
C -6.2786 -4.1408 7.1925 -0.810
H -3.1021 1.0860 1.5679 -0.308
H -4.6052 1.6883 0.9025 0.455
H -4.0719 0.1163 0.4864 0.393
H -3.6431 -1.4345 2.3561 -0.509
H -5.2486 -1.5981 1.7990 0.594
H -5.0372 -2.5657 4.1263 0.368
H -6.0730 -1.1533 4.3163 0.404
H -3.7084 -0.0479 4.6503 -0.209
H -5.3767 -0.4353 6.4260 0.464
H -3.6960 -0.4970 6.8544 0.457
H -4.3807 -2.4589 7.8768 0.600
H -3.8451 -3.1186 6.3803 0.319
H -5.5949 -4.9861 7.1129 0.315
H -7.3007 -4.4707 7.0064 0.248
H -6.1823 -3.8446 8.2370 0.332
C -1.5250 1.8083 4.1893 0.459
O -0.2389 1.4163 3.6221 -0.031
C 0.7236 2.5358 3.8043 -0.846
C 1.9169 2.3526 2.9375 -0.721
N 2.4513 1.0013 2.8557 0.036
C 3.5972 1.0505 1.9402 -1.297
C 3.2918 0.9092 0.4427 0.443
O 2.7736 -0.3801 0.1476 0.013
C 3.7606 -1.4194 0.1070 -0.968
H -2.2165 0.9697 4.1085 -0.870
H -1.8776 2.7315 3.7295 0.192
H -1.4530 1.9027 5.2728 0.370
H 1.0304 2.5873 4.8490 0.477
H 0.3109 3.4881 3.4714 0.303
H 2.6945 3.0297 3.2911 0.721
H 1.6412 2.7679 1.9682 -0.108
H 2.7242 0.7878 3.8044 0.347
H 4.3011 0.2538 2.1807 0.475
H 4.1774 1.9681 2.0373 0.491
H 4.2144 1.0820 -0.1115 0.748
H 2.5149 1.6292 0.1855 -0.641
H 3.9848 -1.8006 1.1033 0.256
H 4.6936 -0.9962 -0.2651 0.386
H 3.6050 -2.2330 -0.6014 0.185
C 4.7113 -5.3643 -6.9945 -0.819
O 4.7079 -3.9585 -6.8623 -0.233
C 5.7042 -3.1867 -7.5176 -0.676
C 5.1401 -1.8492 -7.6550 -0.582
N 5.0837 -1.1409 -6.3619 -0.402
C 4.6261 0.2501 -6.5521 -0.771
C 4.0062 0.7551 -5.1928 -0.551
O 2.9884 -0.0782 -4.7104 -0.373
C 2.5672 0.0078 -3.3712 -0.161
H 5.5506 -5.7104 -6.3913 0.315
H 4.9562 -5.6773 -8.0094 0.300
H 3.9098 -5.9524 -6.5473 0.254
H 5.9840 -3.4696 -8.5323 0.422
H 6.5390 -3.1827 -6.8167 0.288
H 4.1462 -1.8537 -8.1026 0.365
H 5.7680 -1.3445 -8.3892 0.473
H 4.3743 -1.4941 -5.7357 0.257
H 3.8608 0.2797 -7.3278 0.377
H 5.4257 0.8816 -6.9394 0.374
H 3.6629 1.7854 -5.2856 0.415
H 4.8229 0.7683 -4.4711 0.326
H 3.3707 0.1028 -2.6408 0.375
H 1.9057 -0.8424 -3.2046 0.080
H 1.9243 0.8598 -3.1504 -0.187
C 0.1620 4.3392 -3.0948 -1.108
C 1.4451 4.0578 -2.3084 1.714
C 2.5537 5.1309 -2.4553 -1.712
O 1.1377 3.9416 -0.9512 -0.688
H -0.6226 3.7946 -2.5696 0.118
H 0.1842 3.9599 -4.1165 0.356
H -0.0632 5.3998 -3.2068 0.344
H 1.9865 3.1481 -2.5680 -0.458
H 2.3042 6.1308 -2.1005 0.383
H 2.7735 5.1903 -3.5213 0.417
H 3.4864 4.8736 -1.9533 0.369
H 0.4704 3.2681 -0.8001 -1.183
C -2.0531 -1.4967 -4.0174 -1.791
C -1.3827 -0.2508 -3.4049 2.144
C -1.2322 0.9685 -4.3787 -1.558
O -2.2257 0.1282 -2.3543 -0.603
H -1.2871 -2.1432 -4.4457 0.373
H -2.6349 -1.2975 -4.9174 0.442
H -2.6630 -2.0568 -3.3087 0.378
H -0.3795 -0.3626 -2.9936 -0.653
H -0.7130 0.6882 -5.2952 0.440
H -0.6222 1.7078 -3.8598 0.131
H -2.1957 1.2987 -4.7670 0.418
H -1.7194 0.7370 -1.8115 -0.316
C -1.5346 4.8913 1.2867 -1.063
C -2.8564 4.2354 0.8671 1.324
C -4.1085 5.1402 0.9797 -1.690
O -2.7512 3.7229 -0.4272 -0.600
H -1.5383 5.1209 2.3522 0.414
H -1.4757 5.8196 0.7185 0.377
H -0.6954 4.2670 0.9801 -0.183
H -2.9911 3.4168 1.5741 -0.429
H -4.0762 5.5783 1.9772 0.372
H -5.0557 4.6619 0.7305 0.378
H -4.1011 5.9659 0.2680 0.411
H -2.0389 3.0815 -0.3743 -0.088
```

=====

Look up the <S²> of the second one.
0.755

=====

Among the records above, which one has the highest charge?
C33H88BCuN4O11

=====

spin multiplicity of number 1 (C33H87N12O16)?
2